43
Properties=species:S:1:pos:R:3 method="wB97M-V/def2-TZVPD" max_force_ev_per_a=1.70 mol_weight_g_mol=428.227 homo_energy_ha=-0.25248 e_lumo_ha=-0.0376 e_tot_ev=-37079.0689 homo_lumo_gap_ha=0.215
C 0.462 -4.808 0.024
C -0.672 -3.762 0.065
C -1.158 -3.364 -1.336
N -0.876 -1.985 -1.711
C -0.426 -1.547 -2.874
I 0.021 -2.637 -4.577
N -0.255 -0.249 -2.914
C -0.631 0.193 -1.694
N -0.581 1.447 -1.333
C -0.914 1.994 -0.011
C 0.135 1.571 1.030
O 1.354 1.227 0.357
C 2.081 0.261 0.952
O 2.129 0.099 2.161
C 2.832 -0.629 0.006
C 3.751 0.129 -0.954
N -1.040 -0.849 -0.940
O -1.525 -0.901 0.311
H 0.955 -4.834 -0.941
H 0.053 -5.787 0.238
H 1.212 -4.596 0.772
H -0.317 -2.923 0.646
H -1.500 -4.214 0.590
H -0.671 -4.006 -2.049
H -2.217 -3.571 -1.443
H -0.255 2.089 -2.030
H -0.916 3.072 -0.074
H -1.898 1.693 0.308
H 0.284 2.393 1.712
H -0.248 0.757 1.630
H 3.424 -1.286 0.626
H 2.136 -1.265 -0.540
H 4.546 -0.525 -1.289
H 4.219 0.948 -0.422
H 3.220 0.491 -1.821
H -2.485 -1.012 0.258
C -2.101 5.722 2.860
C -1.943 4.508 1.931
O -1.865 4.732 0.700
O -1.899 3.383 2.486
H -2.127 6.652 2.294
H -3.026 5.631 3.432
H -1.267 5.759 3.562

***

117
Properties=species:S:1:pos:R:3 method="wB97M-V/def2-TZVPD" max_force_ev_per_a=0.81 mol_weight_g_mol=1231.774 homo_energy_ha=-0.21188 e_lumo_ha=-0.0024 e_tot_ev=-179308.7522 homo_lumo_gap_ha=0.209
Zr -0.271 0.258 -0.160
C -3.957 0.693 -2.583
Sb -2.625 2.092 -1.483
C -2.566 0.433 0.214
C -2.795 -0.858 -0.389
C -3.730 -1.868 -0.032
C -3.924 -2.929 -0.882
C -3.141 -3.062 -2.038
C -2.145 -2.127 -2.237
N -1.984 -1.067 -1.448
Si -3.826 0.998 1.476
C -3.816 -0.168 2.981
C -5.548 0.919 0.689
C -3.675 2.771 2.084
C -1.335 2.209 -3.397
C -0.626 0.922 -3.677
C -0.503 0.458 -5.001
C 0.260 -0.644 -5.317
C 0.916 -1.319 -4.296
C 0.740 -0.844 -3.014
N 0.000 0.224 -2.698
Si 0.074 3.547 -3.542
C 0.848 3.366 -5.273
C -0.692 5.237 -3.237
C 1.693 3.479 -2.595
Si -2.695 2.760 -4.699
C -2.165 3.811 -6.190
C -3.964 3.880 -3.858
C -3.568 1.338 -5.610
H -4.559 0.210 -1.814
H -3.509 -0.065 -3.216
H -4.626 1.307 -3.189
H -4.331 -1.760 0.860
H -4.690 -3.660 -0.651
H -3.285 -3.866 -2.745
H -1.473 -2.191 -3.089
H -4.762 -0.710 3.065
H -3.680 0.399 3.905
H -3.010 -0.905 2.930
H -5.769 -0.011 0.165
H -5.662 1.735 -0.030
H -6.308 1.055 1.465
H -2.951 2.915 2.886
H -4.661 3.053 2.466
H -3.410 3.458 1.280
H -0.995 0.998 -5.795
H 0.348 -0.965 -6.347
H 1.543 -2.181 -4.479
H 1.213 -1.359 -2.182
H 0.217 3.138 -6.124
H 1.602 2.576 -5.200
H 1.381 4.295 -5.494
H -1.462 5.540 -3.947
H 0.096 5.994 -3.252
H -1.133 5.243 -2.236
H 1.662 3.842 -1.573
H 2.117 2.478 -2.580
H 2.339 4.121 -3.206
H -1.536 4.678 -5.994
H -3.113 4.173 -6.602
H -1.683 3.221 -6.971
H -3.499 4.595 -3.178
H -4.731 3.358 -3.288
H -4.462 4.446 -4.651
H -3.105 1.194 -6.589
H -4.601 1.651 -5.790
H -3.602 0.377 -5.106
Br 1.071 -2.702 5.138
C 0.329 -1.155 4.342
C 0.029 -0.055 5.121
C -0.506 1.047 4.483
C -0.705 1.007 3.113
N -0.412 -0.060 2.361
C 0.106 -1.127 2.979
H 0.212 -0.065 6.187
H -0.771 1.939 5.034
H -1.116 1.850 2.579
H 0.376 -1.966 2.360
Te -0.380 3.011 0.290
C 0.481 -6.322 5.217
C 0.225 -5.636 3.911
C -1.055 -5.257 3.534
C -1.275 -4.599 2.332
C -0.201 -4.319 1.503
C 1.096 -4.673 1.870
C 1.296 -5.333 3.064
S -0.583 -3.488 -0.008
C 0.441 -4.398 -1.162
O 0.104 -2.137 0.033
H -0.440 -6.493 5.771
H 1.141 -5.720 5.847
H 0.971 -7.285 5.065
H -1.891 -5.469 4.189
H -2.275 -4.304 2.036
H 1.943 -4.407 1.252
H 2.302 -5.599 3.365
H 1.487 -4.180 -0.948
H 0.174 -4.034 -2.153
H 0.241 -5.465 -1.086
O 1.769 1.009 -0.833
C 2.506 0.249 -0.179
N 1.960 -0.510 0.763
C 2.949 -1.298 1.319
O 2.815 -2.178 2.138
C 4.261 -0.897 0.676
C 5.548 -1.343 0.881
C 6.543 -0.785 0.077
C 6.247 0.166 -0.893
C 4.941 0.611 -1.096
C 3.972 0.064 -0.282
H 5.772 -2.088 1.633
H 7.572 -1.096 0.206
H 7.050 0.566 -1.499
H 4.699 1.350 -1.848
O 2.301 1.989 2.547
H 2.077 2.761 3.075
H 2.900 2.318 1.870

***

77
Properties=species:S:1:pos:R:3 method="wB97M-V/def2-TZVPD" smiles="COB(O)P(N)(F)(Br)C(F)(F)C(F)(F)F.O=[N+]([O-])c1ccccc1.O=[N+]([O-])c1ccccc1.O=[N+]([O-])c1ccccc1.O=[N+]([O-])c1ccccc1" max_force_ev_per_a=3.87 mol_weight_g_mol=816.208 homo_energy_ha=-0.36075 e_lumo_ha=-0.0265 e_tot_ev=-152649.6814 homo_lumo_gap_ha=0.334
C 2.739 1.229 2.344
O 1.934 0.031 2.133
B 0.886 0.260 1.201
O 1.235 0.356 -0.196
P -1.013 0.449 1.691
N -2.111 -0.925 1.887
F -1.352 0.606 0.018
Br -0.356 0.082 3.875
C -1.609 2.201 2.110
F -0.561 3.129 2.338
F -2.337 2.100 3.334
C -2.623 2.854 1.069
F -3.715 2.043 0.743
F -3.188 3.983 1.725
F -1.992 3.394 -0.069
H 2.471 2.057 1.592
H 3.846 1.009 2.209
H 2.591 1.607 3.411
H 1.068 1.264 -0.520
H -2.970 -0.646 1.367
H -2.404 -0.863 2.880
O 5.988 -0.123 -1.391
N 5.337 -0.875 -0.683
O 5.040 -0.646 0.477
C 4.885 -2.140 -1.265
C 5.234 -2.457 -2.575
C 4.823 -3.670 -3.115
C 4.067 -4.552 -2.350
C 3.714 -4.224 -1.045
C 4.123 -3.015 -0.496
H 5.823 -1.778 -3.180
H 5.095 -3.929 -4.132
H 3.752 -5.501 -2.773
H 3.122 -4.914 -0.454
H 3.844 -2.772 0.522
O -1.817 0.630 -6.019
N -1.749 1.121 -4.904
O -1.181 0.606 -3.956
C -2.399 2.416 -4.689
C -3.091 3.020 -5.736
C -3.726 4.237 -5.520
C -3.665 4.843 -4.269
C -2.964 4.239 -3.230
C -2.328 3.020 -3.437
H -3.145 2.558 -6.714
H -4.273 4.713 -6.327
H -4.167 5.791 -4.102
H -2.917 4.717 -2.258
H -1.787 2.558 -2.618
O -10.151 6.856 3.490
N -9.456 5.872 3.291
O -9.877 4.728 3.244
C -8.019 6.079 3.102
C -7.494 7.366 3.185
C -6.125 7.555 3.028
C -5.295 6.465 2.785
C -5.828 5.184 2.693
C -7.195 4.985 2.851
H -8.131 8.222 3.374
H -5.705 8.552 3.098
H -4.226 6.616 2.669
H -5.177 4.340 2.501
H -7.598 3.982 2.780
O 7.195 -5.864 2.059
N 6.596 -6.124 1.028
O 6.273 -5.299 0.189
C 6.237 -7.522 0.782
C 6.554 -8.490 1.730
C 6.190 -9.812 1.503
C 5.518 -10.159 0.335
C 5.213 -9.188 -0.614
C 5.572 -7.863 -0.393
H 7.077 -8.233 2.644
H 6.426 -10.574 2.238
H 5.230 -11.191 0.163
H 4.692 -9.463 -1.524
H 5.326 -7.114 -1.138

***

68
Properties=species:S:1:pos:R:3 method="wB97M-V/def2-TZVPD" max_force_ev_per_a=2.53 mol_weight_g_mol=797.753 charge=+1 homo_energy_ha=-0.36804 e_lumo_ha=-0.3192 e_tot_ev=-176263.3649 homo_lumo_gap_ha=0.049
C -2.487 -4.836 3.383
Si -2.401 -4.121 1.607
C -2.531 -2.221 1.829
C -0.820 -4.622 0.760
Al -4.410 -4.928 0.483
F -5.504 -5.323 1.653
H -3.459 -4.497 3.753
H -1.687 -4.406 3.976
H -2.434 -5.916 3.369
H -1.526 -1.780 1.720
H -3.163 -1.827 1.037
H -3.035 -2.012 2.779
H -0.653 -5.690 0.762
H 0.005 -4.204 1.341
H -0.711 -4.217 -0.246
H -4.206 -6.137 -0.643
H -5.173 -3.730 -0.466
Mg -1.099 -0.567 3.225
C 4.883 1.102 2.386
C 3.648 0.680 3.115
O 2.789 -0.016 2.603
N 3.512 1.136 4.397
C 4.455 1.963 5.121
H 4.869 0.698 1.380
H 4.916 2.227 2.312
H 5.782 0.745 2.889
H 2.659 0.854 4.855
H 4.763 1.453 6.034
H 3.946 2.914 5.400
H 5.331 2.194 4.525
Br -0.296 -6.612 3.304
O 6.147 3.249 1.440
H 6.249 2.812 0.578
Be 3.167 3.837 3.911
C -0.038 0.723 -0.920
N 0.459 1.025 -2.284
O 0.161 2.091 -2.753
O 1.129 0.163 -2.818
H -0.616 1.569 -0.562
H -0.656 -0.169 -0.993
H 0.827 0.552 -0.284
N -0.066 4.948 -0.959
O -0.333 3.980 -0.231
O -0.856 5.877 -1.048
O 0.989 4.972 -1.586
C -2.071 1.389 -5.523
F -2.093 0.067 -5.325
F -2.213 1.987 -4.340
F -0.876 1.709 -6.000
S -3.414 1.885 -6.669
O -4.624 1.514 -5.998
O -3.137 1.208 -7.895
N -3.105 3.448 -6.674
S -4.036 4.401 -7.572
O -5.380 4.522 -7.104
O -3.864 4.238 -8.979
C -3.220 5.993 -7.152
F -1.939 5.975 -7.510
F -3.278 6.222 -5.840
F -3.826 6.987 -7.784
Be -5.134 -4.880 -1.868
C 3.779 -2.523 4.395
N 4.829 -3.487 4.825
O 4.678 -4.650 4.533
O 5.764 -3.022 5.443
H 3.010 -3.065 3.858
H 3.375 -2.059 5.290
H 4.251 -1.790 3.752